1.
# C54H68As4CrN3O2P

C54H68As4CrN3O2P as an isolated structure (wB97M-V/def2-TZVPD, the OMol25 dataset).

Geometry (Å):
As1 2.0374 -0.8554 3.5783
As2 -3.2468 -0.1420 0.0540
As3 -0.9593 2.0506 1.1239
As4 -5.9869 2.3357 3.3513
Cr1 -0.7322 0.0688 -0.6067
P1 1.7294 0.5402 -1.2364
O1 -0.2924 -1.2862 0.8382
O2 1.3981 -0.1922 2.1543
N1 1.2912 1.8750 -2.2189
N2 -0.9185 -1.4168 -2.1714
N3 -1.0178 1.5786 -2.0174
C1 3.0048 -2.7580 -3.3593
C2 -2.2646 1.9017 -2.4594
C3 -4.3417 -1.0805 -1.2472
C4 -0.7977 2.0675 3.0475
C5 4.0754 0.3189 0.1716
C6 -1.4398 3.6272 -3.8570
C7 4.6592 -1.7507 4.2066
C8 -1.2071 -3.6203 -3.0534
C9 0.7670 -2.0163 4.3865
C10 -4.9161 3.7903 0.6792
C11 0.3206 -2.5837 0.6766
C12 4.8611 -3.4987 2.0474
C13 4.0221 -2.2145 -4.1253
C14 1.1968 -3.1371 5.0909
C15 -1.7431 -3.2037 -0.6641
C16 3.0544 2.6900 6.4117
C17 3.7204 -2.7275 2.2031
C18 -0.5901 -1.7152 4.2885
C19 2.5798 -0.5997 -2.3697
C20 -2.5239 2.8953 -3.3563
C21 2.4448 0.5694 4.7556
C22 2.2053 1.6896 6.8608
C23 1.8943 0.6194 6.0311
C24 0.0218 2.2501 -2.5527
C25 3.3007 1.5706 4.2987
C26 -0.6696 -3.6684 0.3117
C27 -6.2386 0.3924 3.4685
C28 3.6273 -1.8494 3.2778
C29 -1.2604 -2.7180 -1.9984
C30 -3.9882 2.6367 1.0991
C31 3.6221 -0.0643 -3.1359
C32 -1.5179 -2.5399 4.9045
C33 2.2771 -1.9507 -2.4936
C34 -3.5198 -1.1593 1.6794
C35 3.1492 1.2260 -0.3392
C36 4.3274 -0.8616 -4.0175
C37 -4.1379 2.3823 2.6082
C38 5.2175 0.7682 0.8101
C39 5.8986 -3.3960 2.9673
C40 -0.1717 3.3015 -3.4626
C41 5.4640 2.1321 0.9128
C42 4.5593 3.0405 0.3831
C43 3.6018 2.6336 5.1339
C44 0.3010 3.4766 0.7512
C45 -5.3802 2.5477 5.1952
C46 5.7992 -2.5279 4.0447
C47 -4.4099 1.4170 0.2698
C48 -0.5284 -1.8713 -4.5049
C49 0.2604 -3.9557 5.7080
C50 3.3984 2.5913 -0.2341
C51 -2.5649 3.1162 0.7724
C52 -1.0919 -3.6564 5.6143
C53 -0.8433 -3.2068 -4.3198
C54 -0.5671 -1.0312 -3.4168
H1 -1.1717 -4.0291 1.2121
H2 -5.3847 -0.8847 -0.9954
H3 -1.8180 -4.2932 6.1006
H4 -3.0711 1.3050 -2.0669
H5 1.1247 -2.5001 -0.0565
H6 -0.1146 -4.5167 -0.0951
H7 2.2504 -3.3773 5.1619
H8 -0.2440 -1.4797 -5.4703
H9 -0.8614 3.1201 3.3295
H10 1.2432 3.2404 1.2406
H11 4.9433 -4.1849 1.2152
H12 0.5875 -4.8248 6.2609
H13 -3.6070 1.4809 2.9207
H14 2.9073 -2.8112 1.4913
H15 6.6070 -2.4533 4.7592
H16 -2.8549 -2.0167 1.7251
H17 -5.9665 3.5027 0.7327
H18 0.4549 3.6307 -0.3130
H19 1.2343 -0.1652 6.3812
H20 2.7694 -3.8107 -3.4370
H21 0.1698 1.6656 3.3231
H22 -5.0566 3.5747 5.3583
H23 -6.2216 2.3471 5.8570
H24 -2.4498 -4.0173 -0.8324
H25 6.3700 2.4842 1.3866
H26 3.9207 -0.7443 0.0547
H27 -2.4837 3.4047 -0.2809
H28 -4.7837 4.6530 1.3339
H29 2.7205 3.3160 -0.6601
H30 -3.5375 3.0958 -3.6680
H31 -2.3771 4.0271 1.3492
H32 4.7593 4.1017 0.4361
H33 -6.4762 -0.0384 2.4958
H34 0.6888 3.8251 -3.8561
H35 4.5845 -2.8405 -4.8039
H36 5.9247 0.0516 1.2072
H37 3.9145 0.9741 -3.0287
H38 -3.6692 3.2159 3.1399
H39 -4.6974 4.1017 -0.3434
H40 -0.9160 -0.8417 3.7325
H41 -4.6553 1.7275 -0.7494
H42 5.1284 -0.4362 -4.6052
H43 0.7819 -2.8287 1.6378
H44 6.7862 -4.0013 2.8463
H45 -4.5668 1.8632 5.4397
H46 1.7913 1.7369 7.8580
H47 -0.1172 4.3835 1.1891
H48 -3.3280 -0.5261 2.5414
H49 -5.3762 -0.1124 3.9037
H50 -2.2979 -2.4106 -0.1808
H51 -0.8220 -3.9061 -5.1442
H52 0.4838 -0.7917 1.4615
H53 -1.5982 4.4298 -4.5643
H54 4.5908 -1.0637 5.0418
H55 -5.3289 0.9867 0.6804
H56 -2.5743 -2.3110 4.8451
H57 -1.4888 -4.6478 -2.8681
H58 -7.0987 0.2197 4.1152
H59 1.4683 -2.3921 -1.9329
H60 -1.5967 1.5141 3.5299
H61 -4.5612 -1.4804 1.6967
H62 -0.2899 0.0030 -3.5458
H63 4.2714 3.4140 4.7987
H64 -4.1428 -0.7281 -2.2587
H65 -4.1550 -2.1503 -1.2015
H66 3.7305 1.5189 3.3048
H67 3.3000 3.5161 7.0647
H68 2.0303 2.3865 -2.6875

Calculated values
- Charge: +3
- HOMO-LUMO gap (alpha / beta): 6.2 / 6.7 eV
- LUMO level (alpha / beta): -8.30 / -7.71 eV
- 2S+1: 4
- E_HOMO (alpha / beta): -14.46 / -14.46 eV
- Largest force on an atom: 0.80 eV/A
- Expectation value of S²: 3.844
- M: 1173.82 g/mol



2.
# C54H68BN3O5S

A 7-piece molecular cluster, C54H68BN3O5S overall (wB97M-V/def2-TZVPD, the OMol25 dataset).

Geometry (Å):
S1 1.9380 -3.0081 -0.8249
O1 3.2582 -2.7851 -0.3465
O2 1.0275 -3.2535 0.4404
O3 1.7162 -4.0176 -1.7958
O4 2.8648 0.1856 -0.4761
O5 1.2267 -1.6900 -1.2985
N1 -3.7772 0.9402 -2.1139
N2 -0.3846 -0.9801 2.9669
N3 1.7486 0.7648 1.6460
C1 -4.2061 -1.5913 0.5568
C2 -1.0019 -0.5572 8.4858
C3 -8.5304 3.3165 5.5774
C4 3.1171 -5.6744 -6.8131
C5 -4.7411 7.8377 -1.4832
C6 7.2094 -3.6983 -9.0632
C7 -4.4426 -0.0858 2.8838
C8 0.3892 -2.0108 2.2662
C9 -5.2598 0.1728 1.7915
C10 -0.8096 -0.3357 7.1288
C11 8.3055 -3.8273 -8.2212
C12 7.1202 -4.4746 -10.2101
C13 -1.2813 -2.7496 0.3974
C14 -0.6532 -1.4090 6.2604
C15 -9.1061 3.2140 4.3187
C16 6.9758 4.0578 -0.0337
C17 -2.3578 -2.9886 1.4770
C18 -0.4104 -0.0679 -0.7933
C19 -3.1111 2.5049 -0.1835
C20 4.7593 -5.0343 -4.6694
C21 -5.1646 -0.5840 0.6213
C22 -4.7740 8.9381 -0.6380
C23 -4.7034 7.4767 1.2699
C24 -4.7587 8.7575 0.7382
C25 -7.4597 1.1871 5.2620
C26 9.3105 -4.7353 -8.5248
C27 3.3791 -4.9920 -4.5198
C28 -1.2221 0.7854 0.1900
C29 -4.6663 6.3767 0.4245
C30 3.0785 0.5523 2.2742
C31 8.1233 -5.3858 -10.5114
C32 8.3184 2.1979 -0.7543
C33 5.9343 1.9584 -0.5755
C34 7.1765 1.4192 -0.8784
C35 -8.0412 1.0815 4.0059
C36 -8.8624 2.0958 3.5330
C37 -4.6887 6.5567 -0.9515
C38 -0.6861 -2.7055 6.7577
C39 2.5596 -5.3141 -5.5933
C40 4.4967 -5.7203 -6.9594
C41 -0.8719 -2.9286 8.1152
C42 5.8340 3.2781 -0.1554
C43 -7.7057 2.3040 6.0485
C44 1.5277 2.2213 1.4192
C45 0.6276 -1.0012 -0.1463
C46 5.3176 -5.4014 -5.8865
C47 -3.3530 -1.8595 1.6389
C48 -1.6573 2.1280 -0.4579
C49 -4.1186 2.0942 -1.2963
C50 9.2177 -5.5169 -9.6682
C51 -1.0313 -1.8540 8.9793
C52 0.0937 -2.1484 0.7878
C53 -3.4890 -1.1085 2.8058
C54 8.2184 3.5164 -0.3305
B1 1.7853 0.0162 0.3712
H1 2.3466 2.8179 1.8057
H2 2.4760 -5.9203 -7.6505
H3 -2.8397 -1.3242 3.6399
H4 -1.1287 0.2808 9.1596
H5 -5.9805 0.9776 1.8481
H6 -1.0581 -0.6786 -1.4171
H7 0.1528 -2.9710 2.7250
H8 5.3997 -4.7810 -3.8339
H9 -1.7682 -2.1795 -0.3865
H10 0.6299 2.5339 1.9529
H11 -4.6217 5.3772 0.8388
H12 -3.0887 1.1623 -2.8130
H13 -4.5012 0.4862 3.7968
H14 10.1662 -4.8347 -7.8693
H15 -5.0813 1.9253 -0.8220
H16 1.3375 2.4416 0.3664
H17 -2.9538 -3.8257 1.1183
H18 -3.4645 0.1562 -1.5595
H19 0.1384 0.5961 -1.4605
H20 -1.0552 -3.7115 -0.0446
H21 9.2877 1.7772 -0.9880
H22 -4.2087 2.9395 -1.9726
H23 3.4239 -0.4685 2.1169
H24 -1.4634 2.0995 -1.5269
H25 -4.8123 9.9373 -1.0523
H26 -1.9590 -3.2993 2.4383
H27 -4.6657 5.6976 -1.6105
H28 -6.8150 0.3978 5.6277
H29 4.9331 -6.0042 -7.9090
H30 8.0516 -5.9942 -11.4039
H31 -2.1406 0.2625 0.4410
H32 2.8733 1.1167 -0.7308
H33 1.4603 -1.8915 2.4004
H34 3.8493 1.1945 1.8502
H35 3.0222 0.7058 3.3501
H36 -1.0026 -0.5291 2.3123
H37 -0.5666 -3.5450 6.0838
H38 -0.5097 -1.2378 5.1965
H39 -1.0338 2.9204 -0.0457
H40 1.4836 -5.2836 -5.4775
H41 -3.4525 2.1597 0.7878
H42 6.2678 -4.3701 -10.8691
H43 -9.3124 2.0149 2.5517
H44 -4.1279 -2.1974 -0.3370
H45 6.4238 -2.9933 -8.8242
H46 -0.6584 1.0122 1.0858
H47 -7.2550 2.3853 7.0292
H48 4.8640 3.7012 0.0780
H49 5.0457 1.3485 -0.6682
H50 -5.8179 -0.4014 -0.2165
H51 -7.8530 0.2077 3.3953
H52 0.2392 -0.2976 3.3669
H53 -4.7899 9.6158 1.3968
H54 8.3755 -3.2206 -7.3275
H55 -9.7455 4.0056 3.9498
H56 2.9438 -4.7093 -3.5715
H57 -4.7573 7.9786 -2.5562
H58 9.9990 -6.2285 -9.9023
H59 -1.1786 -2.0275 10.0375
H60 -0.8929 -3.9400 8.5005
H61 6.3939 -5.4384 -6.0010
H62 -4.6893 7.3354 2.3429
H63 -8.7243 4.1863 6.1918
H64 -0.7826 0.6774 6.7459
H65 9.1098 4.1222 -0.2320
H66 -3.1487 3.5946 -0.1452
H67 7.2531 0.3921 -1.2102
H68 6.8973 5.0870 0.2923

Calculated values
- HOMO-LUMO gap: 9.0 eV
- LUMO level: 0.20 eV
- E_HOMO: -8.83 eV
- Largest force on an atom: 1.46 eV/A
- M: 882.03 g/mol
- Structure (SMILES): CN(C)B(O)[C@@]1(CCCCCN)OS(=O)(=O)O[C@]1(CN)CCc1ccccc1.c1ccccc1.c1ccccc1.c1ccccc1.c1ccccc1.c1ccccc1.c1ccccc1



DFT total energy (eV)
-346712.0358 -83320.4522